ORCA calculation (ωB97M-V/def2-TZVPD) on a molecular structure, C54H36Br4MoN5O7S at a distorted geometry.

```
108
C54H36Br4MoN5O7S ωB97M-V/def2-TZVPD
Mo 0.077 -0.193 -0.531
C 7.453 4.385 -4.811
O 7.615 2.989 -4.624
C 6.522 2.407 -4.008
C 5.432 1.997 -4.759
C 4.318 1.463 -4.128
C 4.287 1.329 -2.744
C 5.407 1.710 -2.005
C 6.516 2.254 -2.629
C 3.044 0.944 -2.019
C 3.078 -0.144 -1.151
C 4.219 -0.936 -0.857
C 4.047 -1.400 0.419
C 2.783 -0.932 0.859
N 2.163 -0.233 -0.127
C 2.286 -0.979 2.193
C 0.930 -0.913 2.457
C 0.357 -1.198 3.747
C -0.977 -1.031 3.624
C -1.223 -0.586 2.274
C -2.425 -0.012 1.869
C -3.287 0.508 2.992
C -2.842 1.717 3.532
C -3.468 2.312 4.615
C -4.577 1.689 5.181
O -5.258 2.171 6.265
C -4.767 3.352 6.859
C -5.048 0.503 4.633
C -4.409 -0.085 3.552
C -2.583 0.685 0.656
N -1.531 1.112 -0.128
C -2.001 2.243 -0.759
C -1.159 3.225 -1.259
C -1.641 4.635 -1.249
C -2.400 5.246 -2.241
C -2.820 6.558 -2.103
C -2.495 7.292 -0.968
O -2.950 8.578 -0.926
C -2.530 9.378 0.156
C -1.743 6.694 0.037
C -1.325 5.380 -0.116
C 0.195 2.979 -1.475
C 1.051 3.912 -2.147
C 2.180 3.238 -2.464
C 2.037 1.910 -1.937
N 0.830 1.785 -1.294
C -3.396 2.405 -0.523
C -3.760 1.428 0.351
N -0.051 -0.573 1.560
C 3.216 -0.563 3.281
C 4.364 -1.225 3.712
C 5.227 -0.635 4.617
C 4.980 0.643 5.107
O 5.918 1.166 5.950
C 5.761 2.514 6.331
C 3.824 1.309 4.716
C 2.959 0.702 3.819
H 8.379 4.753 -5.250
H 7.275 4.894 -3.859
H 6.618 4.604 -5.484
H 5.459 2.113 -5.836
H 3.452 1.168 -4.707
H 5.382 1.612 -0.927
H 7.374 2.581 -2.055
H 5.055 -1.103 -1.516
H 4.709 -2.032 0.986
H 0.915 -1.537 4.605
H -1.746 -1.190 4.361
H -1.976 2.197 3.090
H -3.077 3.243 4.998
H -5.425 3.563 7.699
H -4.791 4.193 6.159
H -3.743 3.221 7.222
H -5.922 0.045 5.078
H -4.786 -1.013 3.142
H -2.658 4.695 -3.136
H -3.408 7.040 -2.873
H -2.902 10.379 -0.047
H -1.438 9.406 0.232
H -2.945 9.024 1.105
H -1.485 7.226 0.942
H -0.739 4.915 0.668
H 0.779 4.929 -2.380
H 3.044 3.596 -2.997
H -4.011 3.183 -0.944
H -4.730 1.242 0.780
H 4.583 -2.219 3.343
H 6.122 -1.146 4.947
H 6.619 2.755 6.953
H 4.845 2.668 6.910
H 5.746 3.175 5.459
H 3.592 2.302 5.074
H 2.080 1.241 3.491
Br -0.624 -7.224 0.453
C -0.981 -5.396 0.120
C -2.287 -4.928 0.094
Br -3.731 -6.107 0.411
C -2.536 -3.567 -0.137
Br -4.290 -2.861 -0.178
C -1.491 -2.673 -0.315
O -1.625 -1.394 -0.527
C -0.152 -3.147 -0.263
O 0.775 -2.245 -0.410
C 0.082 -4.503 -0.074
Br 1.887 -5.063 -0.020
O -0.156 0.547 -4.639
S 0.326 -0.606 -3.849
N 0.168 -0.455 -2.350
```

Computed properties:
- LUMO energy (spin up / spin down): 0.922 / 0.899 eV
- M: 1314.53 g mol⁻¹
- HOMO energy (spin up / spin down): -3.90 / -4.14 eV
- Energy above the lowest of the compared OMol25 structures with the same formula, charge and spin: 13.72 kcal per mole
- Calculated total energy: -13642.34623 Eh
- HOMO-LUMO gap (spin up / spin down): 4.82 / 5.04 eV
- Total charge: -1

Löwdin atomic charge list, values in e, 99 entries:
1 Mo 1.740
2 C -0.088
3 O -0.121
4 C -0.308
5 C 0.000
6 C -0.010
7 C -0.198
8 C -0.016
9 C 0.002
10 C -0.071
11 C -0.239
12 C 0.013
13 C 0.010
14 C -0.221
15 N -0.018
16 C -0.049
17 C -0.240
18 C 0.011
19 C 0.020
20 C -0.215
21 C -0.074
22 C -0.213
23 C -0.012
24 C -0.012
25 C -0.283
26 O -0.090
27 C -0.100
28 C -0.003
29 C -0.017
30 C -0.236
31 N -0.007
32 C -0.215
33 C -0.069
34 C -0.209
35 C -0.018
36 C -0.002
37 C -0.286
38 O -0.088
39 C -0.098
40 C -0.016
41 C -0.011
42 C -0.231
43 C 0.004
44 C 0.006
45 C -0.238
46 N 0.020
47 C 0.026
48 C 0.017
49 N 0.007
50 C -0.176
51 C -0.021
52 C -0.002
53 C -0.285
54 O -0.088
55 C -0.098
56 C -0.013
57 C -0.008
58 H 0.086
59 H 0.091
60 H 0.089
61 H 0.121
62 H 0.125
63 H 0.126
64 H 0.119
65 H 0.118
66 H 0.105
67 H 0.118
68 H 0.116
69 H 0.132
70 H 0.099
71 H 0.088
72 H 0.092
73 H 0.093
74 H 0.117
75 H 0.118
76 H 0.126
77 H 0.117
78 H 0.089
79 H 0.093
80 H 0.093
81 H 0.100
82 H 0.127
83 H 0.111
84 H 0.109
85 H 0.114
86 H 0.120
87 H 0.115
88 H 0.117
89 H 0.089
90 H 0.091
91 H 0.096
92 H 0.101
93 H 0.127
94 Br 0.663
95 C -0.767
96 C -0.768
97 Br 0.664
98 C -0.636
99 Br 0.732